Below is a 2-piece molecular cluster, C3H10NO overall at a distorted geometry, with properties calculated with ωB97M-V/def2-TZVPD.

The geometry in XYZ format:
```
15
Properties=species:S:1:pos:R:3:forces:R:3
C -2.209 0.431 1.257 0.20 0.65 0.49
N -0.714 0.665 1.282 0.69 -0.77 0.40
H -2.507 -0.119 0.376 0.11 -0.21 -0.01
H -2.737 1.396 1.299 0.35 -0.42 -0.12
H -2.359 -0.105 2.189 -0.66 -0.16 -0.20
H -0.269 -0.112 1.808 -0.26 0.46 -0.38
H -0.194 0.687 0.385 -0.30 0.39 -0.23
H -0.502 1.501 1.827 0.10 0.11 -0.24
C 1.474 -1.631 -1.550 0.14 0.56 0.14
C 1.872 -0.384 -1.351 1.26 -0.22 0.01
O 1.114 0.762 -1.143 -0.79 -0.52 0.18
H 0.457 -1.962 -1.523 -0.56 0.03 -0.22
H 2.224 -2.379 -1.777 0.00 0.09 0.33
H 2.936 -0.148 -1.277 -0.15 -0.20 -0.34
H 1.414 1.398 -1.804 -0.14 0.20 0.19
```
Positions in Å, forces in eV/Å.

## Properties
HOMO level = -13.31 eV
electronic energy = -250.011459 hartree
charge = +1
frontier orbital gap = 9.70 eV

---

Below is C21H36N2O5 as an isolated structure, with properties calculated with ωB97M-V/def2-TZVPD.

The geometry in XYZ format:
```
64
Properties=species:S:1:pos:R:3:forces:R:3
C 1.006 0.887 -1.935 -0.01 0.01 0.03
C -0.446 0.549 -1.637 -0.01 0.01 0.00
O -1.047 0.217 -2.863 0.03 0.00 0.00
C -2.245 -0.576 -2.835 -0.02 0.00 0.00
C -3.324 0.058 -1.962 -0.01 0.00 -0.01
C -1.930 -1.992 -2.357 -0.02 -0.01 0.00
C -2.691 -0.599 -4.288 0.00 0.00 0.01
C -1.111 1.780 -1.002 -0.03 0.03 -0.06
O -1.444 2.739 -1.675 -0.01 -0.03 0.02
N -1.241 1.763 0.348 0.11 0.04 0.06
C -1.070 0.665 1.312 -0.03 -0.02 -0.02
C -1.677 1.375 2.532 -0.01 -0.02 0.06
C -2.979 1.929 1.888 0.00 0.01 0.00
C -1.960 2.796 1.112 -0.01 -0.01 -0.04
C -1.152 2.842 2.425 0.00 0.00 -0.05
C 0.296 3.307 2.473 -0.01 -0.03 0.04
N 1.307 2.393 1.976 0.00 -0.02 0.00
C 2.481 2.224 2.634 0.05 0.11 -0.03
O 2.739 2.713 3.718 -0.02 -0.04 0.01
C 3.524 1.402 1.883 -0.03 -0.04 0.00
O 2.975 0.455 0.993 0.01 0.00 0.02
C 2.558 -0.726 1.665 0.01 0.01 0.00
C 1.951 -1.687 0.667 0.01 0.00 0.00
C 2.943 -2.112 -0.413 -0.01 0.00 -0.01
C 2.302 -3.140 -1.331 0.00 0.00 0.02
O 1.842 -4.270 -0.608 0.00 -0.01 0.00
C 0.859 -3.912 0.344 0.01 0.01 -0.01
C 1.401 -2.926 1.369 -0.01 0.00 -0.01
H 1.560 1.119 -1.024 0.00 -0.02 -0.01
H 1.486 0.037 -2.421 0.00 -0.01 0.00
H 1.037 1.744 -2.606 0.00 0.00 -0.01
H -0.496 -0.297 -0.943 0.00 0.01 -0.01
H -3.491 1.095 -2.255 0.00 -0.01 0.00
H -4.257 -0.497 -2.069 0.00 -0.01 0.00
H -3.050 0.034 -0.904 -0.01 0.00 0.00
H -1.112 -2.415 -2.941 0.00 0.00 0.00
H -1.656 -2.015 -1.299 0.01 0.00 0.00
H -2.808 -2.629 -2.477 0.00 0.00 0.00
H -1.908 -1.029 -4.913 0.00 0.00 0.00
H -3.598 -1.194 -4.402 0.00 0.00 0.00
H -2.888 0.417 -4.631 0.00 0.00 0.00
H -1.658 -0.219 1.043 0.00 0.01 -0.01
H -0.031 0.373 1.443 0.01 0.01 0.00
H -1.674 0.820 3.466 0.00 0.00 0.00
H -3.587 1.238 1.304 0.00 0.00 0.00
H -3.588 2.504 2.582 0.00 0.00 0.00
H -2.210 3.663 0.512 0.00 0.00 0.00
H -1.705 3.451 3.142 0.01 0.00 0.00
H 0.357 4.259 1.934 0.00 0.00 0.00
H 0.576 3.512 3.505 0.01 0.00 0.00
H 1.263 2.063 1.025 -0.02 0.00 0.00
H 4.128 2.095 1.293 -0.01 0.00 0.00
H 4.171 0.933 2.628 0.01 0.00 0.00
H 3.425 -1.190 2.156 0.00 0.00 0.00
H 1.831 -0.476 2.451 0.00 0.00 0.00
H 1.116 -1.176 0.173 -0.01 0.01 -0.01
H 3.273 -1.247 -0.991 0.00 0.00 0.00
H 3.827 -2.554 0.058 0.00 0.00 0.00
H 1.458 -2.683 -1.871 -0.01 0.01 -0.01
H 3.012 -3.515 -2.066 0.00 0.00 0.00
H -0.007 -3.470 -0.172 -0.01 0.00 0.00
H 0.535 -4.838 0.817 0.00 0.00 0.00
H 2.198 -3.411 1.942 0.00 0.00 0.00
H 0.607 -2.655 2.073 0.00 0.00 0.00
```
Positions in Å, forces in eV/Å.

## Properties
HOMO level = -9.24 eV
electronic energy = -1307.488280 hartree
frontier orbital gap = 9.81 eV

---

Below is C2H6LiO2 as an isolated structure at a distorted geometry, with properties calculated with ωB97M-V/def2-TZVPD.

The geometry in XYZ format:
```
11
Properties=species:S:1:pos:R:3:forces:R:3
C -1.818 -1.377 -0.117 -0.12 -0.12 -0.06
C -1.686 0.109 -0.166 0.31 0.47 0.28
O -0.575 0.649 0.360 -0.16 -0.14 -0.37
H -2.671 -1.718 -0.721 0.21 0.01 0.19
H -0.910 -1.881 -0.492 -0.21 0.19 -0.02
H -1.972 -1.751 0.917 -0.03 0.03 -0.12
H -2.594 0.733 -0.171 0.29 -0.24 -0.12
H 0.790 1.328 -0.410 2.54 -2.48 2.81
Li 0.754 -0.192 1.370 -0.33 0.74 -0.78
O 1.836 0.885 0.268 -2.31 1.15 -1.19
H 2.655 0.638 -0.164 -0.19 0.40 -0.63
```
Positions in Å, forces in eV/Å.

## Properties
HOMO level (spin up / spin down) = -5.47 / -8.93 eV
electronic energy = -237.738617 hartree
⟨S²⟩ = 0.7531
frontier orbital gap (spin up / spin down) = 5.12 / 8.50 eV
2S+1 = 2

---

Below is CF3Mg2NO3S3 as an isolated structure at a distorted geometry, with properties calculated with ωB97M-V/def2-TZVPD.

The geometry in XYZ format:
```
13
Properties=species:S:1:pos:R:3:forces:R:3
Mg -0.280 -2.532 0.573 -1.66 1.10 -0.24
N -0.293 0.201 -1.234 0.24 0.08 0.34
S 0.931 -0.899 -1.792 -0.43 0.15 0.20
O 0.100 -2.286 -1.404 0.00 -0.10 0.04
S -0.180 0.519 0.346 -5.83 -0.15 2.77
O 0.383 -0.659 1.113 -0.03 0.90 -0.72
O -1.568 1.035 0.949 6.32 -1.46 -2.86
C 1.146 1.813 0.592 -0.56 0.13 0.25
F 2.311 1.404 0.131 0.16 -0.18 -0.15
F 0.775 2.912 -0.041 0.00 0.10 -0.14
F 1.242 2.060 1.887 0.05 -0.04 0.08
Mg -1.769 -1.445 -1.648 -0.21 -0.05 1.98
S -2.798 -2.122 0.528 1.97 -0.46 -1.55
```
Positions in Å, forces in eV/Å.

## Properties
HOMO level = -7.72 eV
electronic energy = -2212.983926 hartree
frontier orbital gap = 6.23 eV

---

Below is C22H36BeO3P2 as an isolated structure at a distorted geometry, with properties calculated with ωB97M-V/def2-TZVPD.

The geometry in XYZ format:
```
64
Properties=species:S:1:pos:R:3:forces:R:3
P -1.327 -3.168 -1.299 0.24 0.33 -3.58
P -0.082 0.316 -2.069 0.45 2.41 -2.91
C -1.645 -1.751 -2.404 -0.47 -0.97 -0.94
C -0.307 -1.258 -2.918 -0.19 0.03 -0.19
H -2.155 -1.001 -1.768 0.18 -0.34 -0.25
H -2.365 -1.985 -3.200 0.38 0.12 -0.06
H 0.570 -1.850 -2.610 -0.51 0.00 -0.30
H -0.300 -1.176 -4.014 -0.01 -0.06 0.42
C -1.558 1.279 -2.808 -0.36 -0.28 0.43
H -1.245 2.311 -3.059 -0.05 -0.59 0.27
H -2.400 1.348 -2.098 0.17 -0.05 -0.35
H -1.894 0.784 -3.741 0.12 0.24 0.49
C 0.887 0.947 -3.615 0.56 0.27 0.48
H 0.375 0.604 -4.532 0.04 0.15 0.54
H 1.897 0.523 -3.633 -0.12 0.17 -0.11
H 0.948 2.046 -3.673 0.12 -0.44 0.27
C -2.645 -4.236 -2.013 -0.43 -0.65 1.07
H -2.997 -5.011 -1.320 -0.01 0.16 -0.27
H -2.207 -4.719 -2.896 0.04 0.16 0.27
H -3.481 -3.623 -2.368 0.14 -0.12 0.42
C 0.171 -4.122 -1.826 0.02 -0.08 0.09
H 1.095 -3.525 -1.828 -0.39 -0.16 0.14
H 0.052 -4.590 -2.813 -0.04 0.20 0.27
H 0.308 -4.911 -1.072 -0.09 0.15 -0.20
Be -0.865 -2.124 0.284 -0.74 -1.56 4.80
C 0.630 3.797 -0.908 -0.24 -0.06 -0.28
C 0.001 2.868 -0.205 -0.23 -0.90 -0.07
C 0.480 1.941 0.884 -0.20 -0.49 0.39
C 1.940 1.450 1.134 -0.02 1.32 0.87
C 2.946 1.249 0.044 -0.19 -0.37 0.02
C 2.921 1.596 -1.266 0.55 0.33 -0.32
C 2.966 3.030 -1.784 -1.42 -0.11 0.18
C 2.099 3.984 -0.919 0.82 0.63 0.08
C -1.357 -3.631 1.261 0.42 0.09 0.67
H 0.021 4.482 -1.494 0.11 -0.35 -0.42
H -1.025 2.603 -0.509 0.14 0.80 0.58
H -0.175 1.056 0.794 0.51 0.32 -0.01
H 0.173 2.353 1.869 -0.05 0.10 -0.51
H 2.382 2.056 1.953 -0.19 -0.30 -0.17
H 1.815 0.435 1.569 0.28 0.59 -0.22
H 3.775 0.651 0.447 -0.73 -1.26 -0.78
H 3.043 0.809 -2.027 1.67 0.41 0.41
H 2.772 3.073 -2.874 -0.17 0.13 0.57
H 4.007 3.397 -1.643 -0.47 -0.47 -0.15
H 2.466 3.867 0.102 0.16 0.08 0.10
H 2.331 5.006 -1.221 0.06 0.09 0.07
H -1.191 -3.489 2.341 0.16 -0.05 -0.18
H -0.883 -4.592 1.015 -0.12 -0.10 0.01
H -2.442 -3.796 1.202 -0.13 -0.03 -0.27
O 1.717 -0.027 4.254 0.00 -0.16 -0.55
C 0.456 0.419 4.391 -0.51 -0.60 0.07
C 0.154 1.398 5.346 0.13 -0.19 -0.35
C -1.163 1.706 5.634 -0.01 -0.12 -0.50
C -2.196 0.977 5.033 -0.25 -0.25 -0.03
C -1.918 0.011 4.060 0.14 0.58 -0.06
C -0.598 -0.168 3.636 0.35 -0.06 0.14
C -0.196 -1.021 2.475 -0.08 -1.29 -0.55
O -0.948 -0.999 1.388 0.84 0.69 0.27
O 0.829 -1.739 2.558 -0.80 1.01 -0.45
H 1.665 -0.827 3.631 0.04 0.71 0.62
H 0.973 1.886 5.850 0.11 0.06 0.09
H -1.375 2.531 6.311 -0.08 -0.31 0.01
H -3.223 1.173 5.329 0.15 -0.12 -0.06
H -2.700 -0.626 3.632 0.21 0.54 -0.01
```
Positions in Å, forces in eV/Å.

## Properties
HOMO level = -7.38 eV
electronic energy = -1782.905908 hartree
frontier orbital gap = 7.44 eV

---

Below is a 2-piece molecular cluster, C3H2ClNO2 overall at a distorted geometry, with properties calculated with ωB97M-V/def2-TZVPD.

The geometry in XYZ format:
```
9
Properties=species:S:1:pos:R:3:forces:R:3
C -0.314 -1.009 0.437 -1.37 2.46 0.27
C 1.042 -1.407 0.339 0.68 -0.65 0.06
C -1.575 1.131 0.114 0.91 -0.40 0.00
N -1.027 0.048 0.207 0.30 -1.16 -0.35
O 0.639 -0.907 1.559 0.84 -0.81 -0.67
O 1.984 -1.869 -0.206 -0.71 0.55 0.63
Cl -3.124 1.571 0.497 -0.69 -0.01 0.09
H 1.160 1.475 -1.757 0.05 -0.48 0.53
H 1.215 0.967 -1.191 0.00 0.50 -0.57
```
Positions in Å, forces in eV/Å.

## Properties
HOMO level (spin up / spin down) = -9.08 / -9.07 eV
electronic energy = -780.736926 hartree
frontier orbital gap (spin up / spin down) = 7.98 / 7.98 eV

---

It is found that the energy above the lowest of the compared OMol25 structures with the same formula, charge and spin values, taken in the order of the records, are 111.2, 29.0, 116.8, 59.9, 144.2, 562.6 kJ/mol.